16
Properties=species:S:1:pos:R:3:forces:R:3 method="wB97M-V/def2-TZVPD" total_charge=0 homo_ev=-8.91 e_above_lowest_kj_mol=381.3 spin_multiplicity=1 lumo_energy_ev=0.2
C 0.372834 1.098086 0.644546 -0.4 0.5 -1.2
C -0.073911 -0.660361 -1.325144 0.5 1.1 3.0
C 0.072872 -0.333965 0.849884 -0.6 -1.1 -2.6
C 1.043946 -1.283842 1.463081 0.9 -2.2 0.7
N -0.275225 1.528457 -0.554798 0.7 3.5 -1.4
N -0.330343 0.595245 -1.632711 -0.2 0.5 0.9
O 1.032483 1.866050 1.306281 -0.3 -0.5 -0.1
O -0.060296 -1.638833 -1.964791 0.0 -1.5 -0.6
O -0.607120 1.106220 -2.892064 -2.5 -1.7 -1.2
S -1.677660 -0.757234 1.208091 0.7 -0.1 -0.6
H 2.162589 -1.099950 1.262533 -1.8 -0.5 -0.5
H 0.618971 -2.369568 1.250769 1.4 2.0 -0.2
H 1.074769 -1.348255 2.568697 -0.6 0.7 -0.2
H 0.041098 2.517142 -0.950642 -0.7 -2.9 1.3
H -1.472931 0.595097 -3.330936 3.1 1.7 2.2
H -1.922075 0.185711 2.097204 0.0 0.5 0.5

17
Properties=species:S:1:pos:R:3:forces:R:3 method="wB97M-V/def2-TZVPD" total_charge=0 homo_ev=-9.55 e_above_lowest_kj_mol=152.0 spin_multiplicity=1 lumo_energy_ev=0.9 smiles="C[C@@H]1N=C[C@H](O)[C@H]1O"
C 0.911828 1.034148 1.729118 -0.2 1.0 0.3
C 0.762568 0.303366 0.392092 0.4 -0.3 1.1
N 0.621899 1.293995 -0.656608 -0.2 -0.5 -1.5
C -0.071941 0.792647 -1.614265 -0.1 0.8 1.7
C -0.669252 -0.571886 -1.317601 1.1 -0.7 0.4
O -1.948099 -0.815931 -1.795094 -0.3 -0.2 -0.4
C -0.407482 -0.708194 0.224641 -0.3 1.1 0.4
O -0.211281 -1.985141 0.827106 -0.7 0.9 -0.5
H 1.288062 0.409180 2.548544 -0.2 0.0 -0.3
H -0.047870 1.516130 2.055885 0.7 -0.5 -0.3
H 1.630158 1.882497 1.571343 -0.5 -0.8 0.2
H 1.715785 -0.238255 0.248749 -0.2 0.1 -0.2
H -0.282538 1.412814 -2.482215 -0.1 -0.3 -0.2
H -0.057181 -1.317767 -1.823863 0.3 -0.2 -0.1
H -2.584670 -0.396431 -1.229933 -0.5 0.4 0.4
H -1.269125 -0.267696 0.786773 0.3 -0.4 -0.5
H 0.619139 -2.343475 0.535328 0.6 -0.3 -0.3

18
Properties=species:S:1:pos:R:3:forces:R:3 method="wB97M-V/def2-TZVPD" total_charge=0 homo_ev="-7.49 / -7.60" e_above_lowest_kj_mol=28.3 spin_multiplicity=1 lumo_energy_ev="-1.0 / -1.1"
C -0.453373 2.458900 0.681175 -0.6 0.2 -1.5
C -0.065150 1.202342 0.978038 0.7 3.8 1.4
C 0.135717 0.171222 0.119663 -0.9 -3.4 -4.0
C 0.433694 0.985510 2.314314 1.8 0.2 0.8
O -0.425302 0.354359 -1.176810 0.1 1.3 1.4
Si -0.607866 -0.554832 -2.510726 -0.2 -0.2 -1.2
Si -0.125168 -2.639486 -1.435391 -0.8 -2.3 -1.6
Si 0.660455 -1.508399 0.365567 2.5 0.2 2.7
H -0.350942 3.339280 1.361231 -0.4 -1.2 -0.5
H -0.855100 2.601579 -0.340451 0.4 0.4 0.7
H 0.150467 1.787067 2.905951 -1.3 1.2 1.6
H 1.505576 1.087149 2.461504 0.5 -0.6 -0.7
H 0.133499 0.051362 2.677052 -0.5 -1.3 1.0
H 0.398638 -0.301045 -3.586838 0.1 0.0 0.3
H -1.891246 -0.016147 -3.229165 0.8 -0.9 0.9
H -1.492724 -3.372987 -1.232604 1.1 0.6 0.3
H 0.717596 -3.850490 -2.092271 -0.7 1.7 0.6
H 2.131230 -1.795385 1.739762 -2.6 0.3 -2.3

40
Properties=species:S:1:pos:R:3:forces:R:3 method="wB97M-V/def2-TZVPD" total_charge=+1 homo_ev="-10.51 / -10.72" e_above_lowest_kj_mol=23.3 spin_multiplicity=4 lumo_energy_ev="-3.2 / -4.5"
Re 0.106204 -0.431182 0.199456 0.1 -0.1 0.0
C -0.347401 3.836917 1.020971 0.0 0.0 0.0
C 0.053923 2.473800 1.477701 -0.1 0.0 0.0
O 0.408965 1.621955 0.638110 0.1 0.0 0.1
N 0.020387 2.193689 2.777938 0.0 0.0 0.0
C 0.470555 0.919919 3.326349 0.0 0.0 0.0
C -0.615292 -0.123061 3.349383 0.0 0.0 0.0
C -1.248338 -0.434525 4.538385 0.0 0.0 0.0
C -2.286722 -1.352708 4.545482 0.0 0.0 0.0
C -2.667147 -1.928037 3.348310 0.0 0.0 0.0
C -1.980878 -1.586290 2.199735 0.0 0.0 0.0
N -0.963005 -0.708904 2.186783 0.0 0.0 0.0
H 0.194624 4.072792 0.109155 0.0 0.0 0.0
H -0.172849 4.598900 1.777697 0.0 0.0 0.0
H -1.412219 3.811602 0.778516 0.0 0.0 0.0
H -0.300219 2.909563 3.410138 0.0 0.0 0.0
H 0.823322 1.101329 4.339062 0.0 0.0 0.0
H 1.321397 0.575768 2.743137 0.0 0.0 0.0
H -0.926238 0.044712 5.452760 0.0 0.0 0.0
H -2.788965 -1.607389 5.468943 0.0 0.0 0.0
H -3.476366 -2.641131 3.290573 0.0 0.0 0.0
H -2.244548 -2.030772 1.251621 0.0 0.0 0.0
S -2.023610 -0.056639 -0.678021 -0.2 0.1 0.1
S -1.785544 0.516948 -2.655599 0.1 0.0 0.0
S 0.023952 1.456838 -2.547150 -0.1 0.0 -0.1
S 1.168470 -0.124098 -1.853365 0.1 0.0 0.0
S 0.141086 -2.840737 0.016530 0.0 0.0 0.0
C 1.603882 -2.563389 0.888532 0.0 0.0 0.0
N 1.901978 -1.284149 1.030851 0.0 0.0 0.0
C 3.119207 -1.085644 1.672742 0.0 0.0 0.0
C 3.755200 0.131875 1.893535 0.0 0.0 0.0
C 4.973032 0.121857 2.546691 0.0 0.0 0.0
C 5.557112 -1.076780 2.965710 0.0 0.0 0.0
C 4.942491 -2.291941 2.725190 0.0 0.0 0.0
C 3.717329 -2.283862 2.070190 0.0 0.0 0.0
S 2.737794 -3.648223 1.580999 0.0 0.0 0.0
H 3.316495 1.051866 1.526765 0.0 0.0 0.0
H 5.491855 1.054479 2.721858 0.0 0.0 0.0
H 6.513237 -1.056516 3.469940 0.0 0.0 0.0
H 5.407546 -3.219634 3.029399 0.0 0.0 0.0

48
Properties=species:S:1:pos:R:3:forces:R:3 method="wB97M-V/def2-TZVPD" total_charge=0 homo_ev=-6.95 e_above_lowest_kj_mol=0.0 spin_multiplicity=1 lumo_energy_ev=0.3
Li -0.116068 1.441107 0.559759 -0.1 -0.2 0.3
O -3.128687 -0.384894 3.316596 -0.3 0.4 -0.5
H -2.923031 -1.031352 3.986454 0.3 -0.3 0.1
H -2.500575 -0.474128 2.585309 0.1 0.0 0.4
C 0.188225 -4.680425 -1.072143 -2.6 -1.5 0.4
C -0.791579 -3.512160 -1.056560 -0.3 0.2 -0.2
C -0.583282 -2.413902 -1.914323 -1.4 0.4 1.5
C -1.354520 -1.250504 -1.844529 -0.1 0.1 0.1
C -2.420212 -1.226705 -0.936909 0.8 0.2 0.2
C -2.668836 -2.318500 -0.111375 -0.8 0.0 0.3
C -1.894629 -3.483404 -0.185699 0.3 0.7 -0.8
S -3.207395 0.257622 -0.312415 0.6 0.7 -0.5
C -3.396956 1.290870 -1.784889 0.2 -0.7 -0.9
O -2.161743 0.990068 0.492243 0.2 -0.1 0.0
H 0.655178 -4.815278 -2.028403 0.6 0.2 -0.3
H -0.369157 -5.677009 -0.880600 0.7 1.6 -0.3
H 0.859275 -4.597318 -0.245180 0.8 0.2 0.3
H 0.222658 -2.446951 -2.563964 1.5 0.0 -1.2
H -1.117013 -0.340588 -2.430487 0.0 -0.9 0.3
H -3.523852 -2.147840 0.583842 0.8 -0.8 -0.3
H -2.132942 -4.384042 0.348395 -0.1 0.0 0.5
H -2.522173 1.404853 -2.441504 0.1 -0.5 0.5
H -3.616935 2.291608 -1.469745 -0.5 0.4 0.5
H -4.205778 0.872145 -2.388648 -0.1 0.1 0.1
Br -1.350539 4.746907 5.229419 0.1 -0.4 -0.3
C -0.123233 4.152020 3.884072 -0.9 0.8 1.5
C 1.166592 4.558662 4.000988 2.1 1.1 0.0
C 2.040971 4.344939 2.936270 -1.1 -1.1 0.0
C 1.578050 3.582639 1.867347 0.1 -0.2 -0.2
N 0.332918 3.120230 1.829101 -0.6 0.0 -0.3
C -0.528987 3.444570 2.806225 -0.1 -0.6 -1.4
H 1.532147 5.133415 4.865253 -0.4 -0.4 -0.4
H 3.056597 4.628815 2.954472 0.9 0.5 0.2
H 2.206217 3.300453 1.003414 -0.3 0.2 0.7
H -1.561416 3.158259 2.658074 0.0 -0.2 0.1
C 3.813029 -2.030979 -2.398097 0.1 -1.0 -1.2
C 2.973885 -0.971261 -1.846630 0.0 0.1 0.0
C 2.565591 0.105237 -2.595995 -0.3 0.6 -0.4
C 1.732455 1.014120 -1.986084 -0.2 0.8 -1.0
N 1.373061 0.895250 -0.752480 -0.4 -0.8 2.0
C 1.845785 -0.198598 -0.056503 -0.9 0.0 1.6
S 1.273925 -0.345217 1.594607 0.2 0.1 -1.0
N 2.641435 -1.140753 -0.585472 -0.6 0.5 0.6
H 4.317558 -1.726462 -3.328216 0.0 -0.2 0.5
H 3.200508 -2.923214 -2.622048 0.1 0.4 -0.1
H 4.467809 -2.360442 -1.615200 0.7 -0.1 0.1
H 2.878622 0.252947 -3.596349 0.2 0.0 -0.8
H 1.277047 1.895191 -2.451394 0.5 -0.3 -0.5

8
Properties=species:S:1:pos:R:3:forces:R:3 method="wB97M-V/def2-TZVPD" total_charge=0 homo_ev="-8.19 / -8.19" e_above_lowest_kj_mol=236.6 spin_multiplicity=1 lumo_energy_ev="-2.4 / -2.5"
C -0.858248 -0.458271 -0.922659 1.3 -0.7 -1.1
C 0.178939 0.301021 -0.434113 -0.9 -0.7 0.0
C 0.039017 0.997762 0.754397 -0.2 0.9 3.2
S -0.090801 1.688862 2.131384 0.0 -0.9 -2.5
Cl 2.004452 -1.059943 1.461441 -0.3 0.4 -0.1
H -0.594144 -1.308661 -1.600388 0.0 1.1 0.4
H -1.952462 -0.421785 -0.795116 0.9 0.5 0.8
H 1.273248 0.261015 -0.594946 -0.7 -0.7 -0.6

90
Properties=species:S:1:pos:R:3:forces:R:3 method="wB97M-V/def2-TZVPD" total_charge=+3 homo_ev="-16.19 / -16.25" spin_multiplicity=4 lumo_energy_ev="-10.7 / -11.4"
Mo -0.229686 0.913873 -0.216720 0.0 0.1 -0.9
C 1.965939 -2.042100 -1.797528 -0.1 0.0 0.0
C 0.663134 -1.626256 -2.500368 0.2 0.0 0.1
P -0.768464 -1.314833 -1.401854 -0.2 -0.1 0.0
C -1.139919 -2.943159 -0.685023 0.0 0.0 0.1
C -0.339689 -3.542595 0.290385 0.0 0.0 -0.1
C -0.576627 -4.843564 0.699879 0.0 0.0 0.0
C -1.615841 -5.570415 0.133615 0.0 0.0 0.0
C -2.411879 -4.989725 -0.839608 0.0 0.0 0.0
C -2.183288 -3.683830 -1.249852 0.0 0.0 0.1
C -2.195215 -0.951225 -2.422060 0.1 0.2 -0.1
C -3.399202 -0.669532 -1.773078 0.0 -0.1 0.0
C -4.542780 -0.437172 -2.513590 0.0 -0.1 -0.1
C -4.484245 -0.464582 -3.902653 0.0 0.0 0.0
C -3.286724 -0.728278 -4.550965 0.0 0.0 0.0
C -2.134602 -0.972993 -3.814227 -0.1 0.0 0.0
C 2.754675 -0.927802 -1.094027 0.0 -0.1 -0.1
P 2.022122 -0.103762 0.352651 0.2 0.0 0.1
C 3.137138 1.241211 0.802215 0.0 0.0 0.0
C 2.779651 2.584219 0.674472 -0.1 0.0 0.0
C 3.690461 3.579494 0.995392 0.0 0.0 0.0
C 4.959702 3.236073 1.443418 0.0 0.0 0.0
C 5.316735 1.901241 1.583624 0.0 0.0 0.0
C 4.409046 0.902559 1.269638 0.0 0.0 0.0
C 1.999430 -1.206202 1.773084 -0.1 0.0 0.2
C 1.071383 -0.697895 2.830088 0.0 -0.1 -0.1
C 0.825496 -1.481886 4.136839 0.0 0.0 0.1
C 1.321952 -2.896988 4.034383 -0.1 0.1 -0.1
C 2.142683 -3.288154 3.055228 0.0 0.1 -0.2
C 2.503224 -2.437512 1.898038 0.0 0.0 0.2
H 2.627637 -2.444076 -2.566800 0.0 0.0 0.0
H 1.770294 -2.868998 -1.113020 0.0 0.0 0.0
H 0.327625 -2.445309 -3.143866 0.1 0.0 0.0
H 0.822440 -0.739526 -3.115613 0.0 0.0 0.0
H 0.494219 -3.010484 0.719969 0.0 0.0 0.0
H 0.054210 -5.294747 1.453240 0.0 0.0 0.0
H -1.800726 -6.588378 0.447186 0.0 0.0 0.0
H -3.218011 -5.552513 -1.289108 0.0 0.0 0.0
H -2.820774 -3.255885 -2.008647 0.0 0.0 0.0
H -3.452415 -0.651641 -0.688412 0.0 0.0 0.0
H -5.476480 -0.219866 -2.015115 0.0 0.0 0.0
H -5.377400 -0.274504 -4.481441 0.0 0.0 0.0
H -3.249100 -0.755895 -5.631325 0.0 0.0 0.0
H -1.214575 -1.203137 -4.334047 0.0 0.0 0.0
H 2.971833 -0.110092 -1.785674 0.0 0.0 0.0
H 3.719381 -1.309699 -0.744568 0.0 0.0 -0.1
H 1.789977 2.875340 0.331097 0.1 0.0 0.0
H 3.411945 4.619543 0.899337 0.0 0.0 0.0
H 5.671454 4.011438 1.690111 0.0 0.0 0.0
H 6.301980 1.638026 1.942026 0.0 0.0 0.0
H 4.693497 -0.134787 1.399488 0.0 0.0 0.0
H 1.252995 0.360519 3.039694 0.0 0.0 0.0
H 1.227904 -1.019833 5.039983 0.0 0.0 0.0
H 1.061285 -3.584885 4.828618 0.0 0.0 0.0
H 2.550821 -4.289883 3.072826 0.0 0.0 0.0
H 3.138447 -2.874424 1.136099 0.0 0.0 0.0
Cl -2.074790 5.096972 1.811291 0.0 0.1 -0.1
C -1.890140 3.633414 2.594005 0.0 -0.1 0.3
C -2.261986 3.486454 3.940954 0.0 0.0 -0.1
C -2.064944 2.309615 4.658531 0.0 0.0 -0.2
Cl -2.463670 2.297553 6.283650 0.0 0.0 0.1
C -1.524196 1.111547 4.038407 0.0 0.1 -0.1
C -1.285666 -0.066452 4.662762 0.1 -0.1 -0.1
C -0.730274 -1.238916 3.932412 0.1 0.1 0.0
C -0.406266 -0.917764 2.456481 0.0 0.1 0.0
N -0.886864 0.286552 1.822025 0.0 -0.3 -0.2
C -1.261731 1.235816 2.607261 -0.1 0.3 0.0
C -1.323735 2.524652 1.938453 0.1 -0.4 -0.3
O -0.809694 2.503048 0.751655 -0.4 0.7 0.7
H -2.692086 4.338472 4.450680 0.0 0.0 0.0
H -1.521757 -0.175510 5.715273 0.0 0.0 0.0
H -1.352722 -2.116963 4.114809 0.0 0.0 0.0
H -0.552346 -1.777923 1.814421 -0.1 0.0 0.0
C 0.258889 2.072264 -4.286608 0.1 -0.1 -0.1
S 0.892184 2.720038 -2.765375 -0.3 0.0 0.2
C 2.612951 2.863293 -3.156166 0.1 0.0 -0.1
O 0.900898 1.470676 -1.797244 0.4 -0.2 0.2
H 0.873629 1.236823 -4.615749 0.0 0.0 0.0
H 0.296043 2.890804 -5.006814 0.0 0.0 0.0
H -0.778514 1.799360 -4.113257 0.0 -0.1 0.0
H 2.707615 3.693692 -3.857430 0.0 0.0 0.0
H 2.976403 1.939365 -3.601600 0.0 0.0 0.0
H 3.143156 3.100838 -2.235740 0.0 0.0 0.0
F -1.597845 1.765520 -1.619134 0.2 -0.4 0.5
P -2.697485 3.282254 -1.795939 -0.8 0.7 0.0
F -3.599025 4.547765 -1.929765 0.2 -0.2 0.0
F -3.178198 2.925633 -0.299276 0.1 0.0 -0.1
F -1.451859 4.082885 -1.196770 0.1 0.0 0.0
F -2.027691 3.395081 -3.241854 0.0 0.0 0.0
F -3.761353 2.268627 -2.367784 0.1 0.0 0.0

79
Properties=species:S:1:pos:R:3:forces:R:3 method="wB97M-V/def2-TZVPD" total_charge=+1 homo_ev="-10.55 / -11.51" e_above_lowest_kj_mol=240.4 spin_multiplicity=3 lumo_energy_ev="-4.5 / -4.5"
W 0.440289 -0.782639 0.071217 0.3 1.9 1.7
C 3.099419 2.082763 -3.439551 0.0 -0.1 -0.1
C 2.048285 0.982929 -3.288003 -0.1 -0.1 -0.1
O 1.527565 0.661982 -4.594707 0.0 0.3 0.3
P 0.566179 1.568859 -2.316008 -0.6 -0.1 -0.6
O 0.602680 3.114067 -1.978364 0.3 0.1 0.1
O -0.571798 1.580155 -3.428283 0.1 0.1 0.0
O -0.106433 0.710852 -1.242054 0.3 0.1 0.0
P 2.689963 -0.629531 -2.618333 0.2 0.2 -0.7
O 3.994374 -0.317170 -1.754252 0.2 -0.1 -0.1
O 2.957162 -1.465688 -3.811201 0.0 0.1 0.2
O 1.652242 -1.121475 -1.632478 -0.4 -0.5 0.7
H 2.649940 2.964225 -3.898578 0.0 0.0 0.0
H 3.869932 1.712816 -4.118070 0.0 0.0 0.0
H 3.562794 2.362869 -2.497262 0.0 0.0 -0.1
H 1.926151 -0.188684 -4.855473 0.1 -0.1 0.1
H 1.337112 3.370643 -1.395194 -0.2 -0.1 -0.1
H -0.202453 1.440144 -4.319682 0.0 -0.1 0.1
H 4.809429 -0.435786 -2.268072 -0.2 0.0 0.1
N 3.539572 -0.304361 2.017242 0.0 -0.2 0.0
C 3.202332 0.577559 1.049416 0.5 0.2 0.5
N 3.957135 1.608673 0.714703 0.2 0.2 -0.4
N 3.295690 2.178232 -0.295865 0.7 0.5 0.7
N 2.205548 1.573958 -0.506888 -0.6 -0.3 -0.5
N 2.087123 0.532603 0.346209 -0.5 -0.1 -0.6
C 2.665074 -1.262474 2.440355 0.4 0.4 0.1
N 2.987425 -2.153960 3.343963 -0.4 -0.4 0.3
N 1.833075 -2.836317 3.554473 0.2 0.3 -0.2
N 0.900496 -2.377594 2.809789 0.2 -0.1 0.2
N 1.386384 -1.334462 2.056074 -0.5 -0.6 -0.4
H 4.473792 -0.290910 2.392618 0.0 0.0 0.0
N -1.435533 -2.146411 1.393347 -0.2 0.3 -0.4
C -2.634138 -1.481191 1.936341 0.0 -0.1 0.0
C -3.815140 -1.527774 0.979007 -0.1 -0.1 0.0
C -3.403833 -1.362759 -0.471674 0.1 0.1 -0.1
N -2.325153 -0.381320 -0.601284 -0.3 -0.1 0.0
H -1.707988 -3.010573 0.937686 0.0 0.0 -0.2
H -0.833434 -2.422929 2.154936 0.2 -0.2 0.3
H -2.360370 -0.452492 2.150558 0.0 0.0 0.0
H -2.933439 -1.942352 2.878841 0.0 0.0 0.1
H -4.519462 -0.740168 1.259253 0.0 0.0 0.0
H -4.352189 -2.474331 1.085007 0.0 0.0 0.0
H -4.283288 -1.092827 -1.059401 -0.1 0.0 -0.1
H -3.038342 -2.311521 -0.869301 0.0 0.0 0.0
H -2.603783 0.497948 -0.176778 0.1 0.0 0.1
H -2.142523 -0.183536 -1.573118 0.1 0.1 -0.2
C -3.363327 2.619621 2.192046 0.1 0.0 0.0
N -2.218118 2.222931 1.378980 0.1 0.0 0.0
C -2.161930 2.863760 0.071957 -0.2 0.1 0.1
C -1.050421 1.797537 2.007331 -0.8 0.4 0.2
N -0.389162 0.751151 1.619778 0.7 -0.8 -0.9
N -0.700465 2.434197 3.150852 -0.1 0.1 0.2
C -0.975267 3.857822 3.355850 0.1 -0.1 0.0
C 0.234393 1.824956 4.087020 0.0 0.1 0.0
H -4.269993 2.201562 1.749292 0.0 0.0 0.0
H -3.487120 3.706349 2.242476 0.0 0.0 0.0
H -3.267984 2.226983 3.203171 0.0 0.0 -0.1
H -2.020379 3.948512 0.160871 0.0 0.0 0.0
H -3.102594 2.695031 -0.457932 0.0 0.0 0.0
H -1.355849 2.450520 -0.508044 0.2 -0.1 -0.1
H 0.419354 0.669567 2.210376 0.3 0.0 0.2
H -1.338332 4.313749 2.439215 0.0 0.0 0.0
H -0.045606 4.358441 3.630171 0.0 0.0 0.0
H -1.703874 4.021959 4.151658 0.0 0.0 0.0
H 0.057295 0.752761 4.162701 0.0 0.0 0.0
H 0.074088 2.256854 5.072848 0.0 0.0 0.0
H 1.276693 2.002064 3.800632 0.0 0.0 0.0
Se 2.203828 -4.003815 0.325683 0.6 0.0 0.8
N 1.925903 -4.979594 -1.089316 0.0 -0.1 -0.1
C 0.917837 -4.455419 -1.761113 -0.1 -0.1 -0.2
C 0.392860 -4.873357 -3.024932 0.3 -0.2 0.2
C -0.576799 -4.103825 -3.556471 -0.3 0.2 -0.2
C -1.043605 -2.925259 -2.868912 -0.3 -0.3 -0.9
N -0.616651 -2.534903 -1.721782 -0.2 0.0 0.4
C 0.342689 -3.301119 -1.167821 -0.3 -0.4 -0.4
N 0.862312 -2.891420 -0.033680 0.1 -0.3 -0.3
H 0.783623 -5.748847 -3.531634 0.0 0.1 0.1
H -1.002760 -4.353835 -4.519913 0.0 0.1 0.1
H -1.798503 -2.294975 -3.332520 0.0 -0.1 -0.1

no.,M (g mol⁻¹),DFT total energy (eV)
1,162.17,-24198.0257
2,115.13,-10915.0000
3,158.38,-29985.4550
4,630.91,-89439.3303
5,462.36,-119491.2118
6,106.58,-26513.5098
7,944.53,-127461.9150
8,913.32,-143593.1416